Computed, not measured: C7H9NO4 in the gas phase at a distorted geometry, with ωB97M-V with the def2-TZVPD basis set.

energy above the lowest of the compared OMol25 structures with the same formula, charge and spin = 50.8 kcal/mol
electronic energy = -17082.3681 eV
M = 171.2 g/mol
orbital gap = 0.34929 hartree
SMILES = CO[C@](N)(C(=O)O)c1ccco1
strongest force on any atom = 4.7 eV Å⁻¹

Element x y z (Å)
C -0.8430 -2.1374 -0.7803
O -1.6402 -1.2764 0.0777
C -0.8293 0.1231 0.6198
N -0.9498 0.3318 1.9748
C -1.5660 1.2034 -0.1711
O -1.8774 1.1174 -1.3143
O -1.6679 2.3088 0.5743
C 0.5902 0.2017 0.1518
C 0.9175 0.2265 -1.1925
C 2.3423 0.3475 -1.2235
C 2.6687 0.5701 0.1000
O 1.6863 0.4314 0.9078
H -1.5333 -3.0780 -0.8728
H 0.0399 -2.3501 -0.2056
H -0.4797 -1.7190 -1.6785
H -1.8800 -0.0323 2.3163
H -0.1920 -0.0622 2.5876
H -1.4515 2.1158 1.4991
H 0.1228 0.1463 -1.8464
H 2.9072 0.6570 -2.0725
H 3.6352 0.8745 0.5483

Atomic forces in eV per Å
C -2.20 -1.32 2.59
O 2.05 2.29 0.52
C -0.04 -2.49 -2.01
N -0.92 -1.58 3.05
C 0.30 0.08 0.83
O -0.32 0.27 -0.31
O -0.82 0.91 -0.81
C -1.06 -0.10 -2.39
C 1.38 -0.39 3.24
C -1.02 1.46 0.93
C 4.04 0.22 -2.37
O -2.66 -0.45 2.27
H 1.55 1.71 -0.24
H 0.58 -0.82 0.15
H -0.40 0.40 -1.31
H 1.39 0.56 -0.40
H -1.06 0.40 -1.16
H 0.25 -0.31 -0.01
H -0.77 -0.03 -1.90
H 0.56 -0.38 -0.29
H -0.84 -0.43 -0.37

Computed, not measured: C5H14N2 in the gas phase at a distorted geometry, with ωB97M-V with the def2-TZVPD basis set.

energy above the lowest of the compared OMol25 structures with the same formula, charge and spin = 17.5 kcal/mol
electronic energy = -8391.8600 eV
M = 102.2 g/mol
orbital gap = 0.36024 hartree
SMILES = CCC[C@@H](N)CN
strongest force on any atom = 2.1 eV Å⁻¹

Element x y z (Å)
C 1.8470 -0.7481 -2.3366
C 1.1356 0.2939 -1.4871
C 0.4151 -0.3990 -0.3097
C -0.4472 0.4654 0.6031
N -1.6258 0.9660 -0.0701
C -0.9803 -0.4335 1.7769
N -1.4186 0.5238 2.8399
H 2.4589 -1.4395 -1.7531
H 1.1219 -1.3509 -2.8873
H 2.3691 -0.2384 -3.1590
H 1.7061 1.1405 -1.1033
H 0.3532 0.7086 -2.1276
H 1.1295 -1.0221 0.2427
H -0.1898 -1.1663 -0.8068
H 0.2453 1.2534 0.9374
H -2.1159 1.6139 0.5197
H -1.6154 1.1510 -1.0521
H -1.8304 -0.9950 1.3963
H -0.1564 -1.1040 2.0226
H -1.8878 -0.0283 3.5503
H -0.5140 0.8086 3.2039

Atomic forces in eV per Å
C 0.04 0.54 -0.67
C -1.21 -0.38 0.67
C -0.09 -0.65 -1.11
C -0.05 -1.53 -0.43
N -0.02 -0.31 0.49
C 0.49 1.88 -0.87
N 0.65 -1.33 -0.59
H 0.29 0.28 -0.19
H -0.24 -0.12 0.34
H 0.51 -0.31 0.45
H 0.51 -0.17 -0.25
H 0.04 0.33 0.01
H 0.12 0.50 0.30
H -0.44 0.01 0.21
H -0.32 0.10 0.55
H -0.23 0.29 -0.31
H 0.29 0.42 -0.10
H 0.06 -0.02 0.00
H -0.10 -0.19 0.64
H 0.07 0.27 0.28
H -0.36 0.40 0.60

Computed, not measured: a gas-phase ion, C24H34F2P (charge +1) at a distorted geometry, with ωB97M-V with the def2-TZVPD basis set.

total charge = +1
electronic energy = -40157.7959 eV
M = 391.5 g/mol
orbital gap = 0.35326 hartree
strongest force on any atom = 2.5 eV Å⁻¹

Element x y z (Å)
C 0.1095 0.1905 2.2471
C -1.3600 -0.2271 2.5046
C -1.4355 -1.2790 3.6160
P -2.3457 -0.5728 0.9692
C -1.9390 0.9957 0.0471
C -2.4847 2.2156 0.8052
C -2.1603 1.1319 -1.4789
C -1.5584 -1.9453 0.0558
C -2.4252 -2.4304 -1.1082
C -1.1294 -3.1260 0.9377
H 0.6479 0.1828 3.2057
H 0.6351 -0.4998 1.5703
H 0.1887 1.2154 1.8571
H -1.8901 0.6621 2.8890
H -0.5893 -1.1409 4.3045
H -2.3478 -1.1367 4.2034
H -1.4063 -2.3099 3.2457
H -0.8403 0.9874 0.1641
H -2.2591 3.1169 0.2216
H -3.5719 2.1450 0.9438
H -2.0071 2.3445 1.7827
H -1.2220 1.4799 -1.9439
H -2.4348 0.1937 -1.9723
H -2.9218 1.8975 -1.7001
H -0.6443 -1.4737 -0.3512
H -1.8902 -3.2401 -1.6215
H -3.3775 -2.8349 -0.7608
H -2.6311 -1.6562 -1.8500
H -0.7410 -3.9210 0.2861
H -0.3301 -2.8651 1.6394
H -1.9781 -3.5466 1.4937
C -5.0262 -6.0767 4.1780
C -4.6891 -4.7913 3.5187
C -4.6092 -4.7255 2.1347
F -4.7440 -5.8951 1.4135
C -4.4041 -3.5399 1.4385
C -4.1745 -2.3590 2.1657
C -4.0144 -0.9891 1.4392
C -5.1711 -0.8488 0.4064
C -6.3662 -1.5643 0.5791
C -7.3554 -1.4851 -0.3865
F -8.5132 -2.1938 -0.2013
C -7.2600 -0.6592 -1.5017
C -8.3932 -0.5701 -2.4542
C -6.0892 0.0904 -1.6322
C -5.1054 0.0560 -0.6481
C -4.3095 -2.4013 3.5591
C -4.5237 -3.6000 4.2312
H -4.6298 -6.0878 5.1958
H -6.1125 -6.2216 4.2365
H -4.6143 -6.9362 3.6434
H -4.5276 -3.5601 0.3537
H -4.1986 -0.2071 2.2061
H -6.5347 -2.1890 1.4545
H -8.1745 0.1809 -3.2153
H -8.5851 -1.5260 -2.9495
H -9.3248 -0.2828 -1.9548
H -5.9498 0.7326 -2.5058
H -4.2733 0.7489 -0.6848
H -4.2562 -1.4663 4.1230
H -4.5432 -3.6217 5.3237

Atomic forces in eV per Å
C -0.02 0.08 -0.19
C -0.22 0.40 0.33
C -0.11 -0.27 0.37
P 2.24 -0.13 -0.52
C 0.06 0.10 -0.08
C 0.11 0.14 0.04
C 0.10 0.00 -0.28
C 0.32 0.15 -0.16
C 0.02 -0.16 -0.34
C 0.11 -0.31 0.05
H -0.22 -0.03 -0.31
H -0.13 0.20 0.16
H 0.03 -0.38 0.03
H 0.24 -0.22 -0.04
H -0.24 -0.03 -0.25
H 0.42 -0.19 -0.16
H -0.07 0.38 0.32
H -0.49 -0.18 0.13
H -0.15 -0.18 0.14
H 0.21 0.16 -0.05
H -0.19 0.00 -0.18
H -0.38 -0.11 0.22
H 0.02 0.40 0.08
H 0.21 -0.42 0.06
H -0.27 -0.15 0.04
H -0.13 0.17 0.10
H 0.29 0.18 -0.22
H -0.03 -0.17 0.15
H -0.09 0.22 0.11
H -0.17 -0.02 -0.20
H 0.41 0.10 -0.17
C 0.07 -0.62 0.50
C 0.00 0.21 -0.10
C 0.05 -0.20 -0.69
F -0.03 1.27 0.63
C 0.00 -0.27 0.24
C -0.33 0.14 0.03
C -2.32 -0.09 0.86
C -0.10 0.40 0.05
C 0.11 -0.30 0.00
C -0.33 0.14 0.45
F 0.97 0.54 -0.12
C 0.31 -0.16 0.20
C -0.37 0.13 -0.59
C -0.20 0.15 0.21
C 0.32 -0.32 -0.02
C 0.15 0.24 -0.26
C 0.03 -0.07 -0.27
H -0.12 -0.05 -0.05
H 0.19 0.08 -0.04
H -0.06 0.16 0.04
H 0.24 -0.05 0.53
H -0.05 -0.32 -0.07
H 0.00 0.08 -0.33
H -0.09 -0.11 -0.01
H 0.04 0.08 0.05
H 0.20 -0.06 0.01
H -0.20 -0.09 0.35
H -0.18 -0.29 -0.28
H -0.03 -0.39 -0.15
H -0.18 0.03 -0.37

Computed, not measured: a molecular structure, C19H14BrFNO2PtSe, with ωB97M-V with the def2-TZVPD basis set.

total charge = -1
energy above the lowest of the compared OMol25 structures with the same formula, charge and spin = 1.7 kcal/mol
electronic energy = -166871.0573 eV
M = 661.3 g/mol
orbital gap = 0.24841 hartree
strongest force on any atom = 0.3 eV Å⁻¹

Element x y z (Å)
Pt -0.8868 -0.4695 0.8947
Br 2.3208 -1.6410 -1.9995
C 2.9724 -0.7501 -0.4399
C 4.2873 -0.3137 -0.4179
C 4.7086 0.3226 0.7383
C 3.8185 0.5033 1.7834
C 2.5133 0.0496 1.6381
N 2.1148 -0.5883 0.5334
C 1.5104 0.2972 2.7771
O 1.9990 0.6633 3.8433
O 0.2746 0.1151 2.5525
H 4.9409 -0.4680 -1.2636
H 5.7289 0.6777 0.8161
H 4.0914 0.9893 2.7083
Se -2.2328 -1.4720 -0.7457
C -3.9463 -0.6306 -0.5547
C -4.7905 -0.5875 -1.6634
C -6.0302 0.0312 -1.5933
C -6.4483 0.6287 -0.4120
C -5.6142 0.5877 0.6982
C -4.3790 -0.0406 0.6317
H -4.4561 -1.0209 -2.5984
H -6.6640 0.0608 -2.4720
H -7.4110 1.1220 -0.3568
H -5.9258 1.0498 1.6277
H -3.7245 -0.0604 1.4942
F -3.7937 3.0004 -4.2121
C -3.0407 2.6180 -3.1441
C -1.7883 2.0820 -3.3708
C -1.0308 1.6917 -2.2788
C -1.5087 1.8259 -0.9754
C -0.6801 1.4061 0.1931
C -2.7733 2.3816 -0.7960
C -3.5505 2.7801 -1.8750
H -1.4280 1.9697 -4.3848
H -0.0557 1.2450 -2.4353
H -0.8937 2.0391 1.0603
H 0.3855 1.4965 -0.0421
H -3.1675 2.4834 0.2078
H -4.5409 3.1932 -1.7386

Atomic forces in eV per Å
Pt 0.23 0.14 0.00
Br 0.00 0.00 0.00
C -0.05 0.02 0.08
C 0.02 -0.01 -0.02
C 0.03 0.00 0.01
C -0.02 0.04 0.01
C -0.03 -0.07 -0.13
N -0.02 0.07 0.11
C 0.13 -0.08 -0.04
O 0.01 0.03 -0.01
O -0.20 0.01 -0.02
H -0.01 -0.01 0.00
H 0.00 0.01 0.00
H 0.00 0.00 -0.01
Se -0.17 0.01 -0.02
C 0.00 -0.10 -0.07
C -0.01 0.00 -0.01
C 0.02 0.00 -0.01
C 0.00 0.01 0.02
C -0.01 -0.02 0.00
C 0.00 -0.01 0.00
H 0.00 -0.01 0.00
H 0.00 0.00 0.00
H 0.00 0.00 0.00
H -0.01 0.01 0.01
H 0.01 -0.01 0.00
F 0.01 -0.01 0.01
C 0.00 0.01 0.02
C -0.02 0.01 -0.01
C 0.00 -0.03 0.01
C 0.02 -0.01 0.03
C 0.09 0.02 0.09
C 0.02 0.02 0.01
C -0.02 0.02 -0.03
H 0.01 0.00 0.00
H 0.00 -0.01 0.00
H 0.00 -0.05 0.00
H -0.03 -0.01 -0.01
H 0.02 0.03 -0.02
H -0.01 0.00 0.00